# C13H33ClNO9S4

A 7-piece molecular cluster, C13H33ClNO9S4 overall (ωB97M-V with the def2-TZVPD basis set, the OMol25 dataset).

Computed properties:
net charge: -1
2S+1: 1
frontier orbital gap: 7.964 eV
LUMO: 2.31 eV

CARTESIAN COORDINATES (ANGSTROEM)
Cl 13.000 -14.199 -8.467
O 13.874 -14.985 -9.334
O 13.808 -13.266 -7.713
O 12.060 -13.465 -9.274
O 12.309 -15.098 -7.587
C 17.221 -14.562 -8.747
O 16.606 -14.497 -10.019
H 18.277 -14.770 -8.903
H 17.124 -13.614 -8.202
H 16.755 -15.324 -8.117
H 15.651 -14.559 -9.872
N 11.860 -17.755 -9.886
C 11.260 -18.347 -10.956
C 10.700 -19.521 -10.515
C 10.998 -19.639 -9.130
C 11.725 -18.538 -8.776
H 12.361 -16.880 -9.880
H 11.227 -17.833 -11.900
H 10.168 -20.226 -11.134
H 10.723 -20.452 -8.479
H 12.102 -18.215 -7.822
C 9.455 -10.890 -9.814
S 10.412 -9.446 -10.309
O 9.587 -8.241 -10.007
C 11.655 -9.598 -9.021
H 8.851 -10.594 -8.957
H 10.094 -11.721 -9.521
H 8.858 -11.173 -10.677
H 11.240 -9.312 -8.056
H 12.482 -8.937 -9.278
H 12.035 -10.620 -9.037
C 15.767 -10.296 -8.610
S 16.045 -9.734 -6.921
O 14.903 -8.862 -6.539
C 15.754 -11.328 -6.158
H 16.718 -10.685 -8.977
H 15.491 -9.394 -9.152
H 14.990 -11.058 -8.666
H 16.052 -11.263 -5.114
H 16.318 -12.103 -6.677
H 14.690 -11.542 -6.255
C 7.746 -12.963 -5.007
S 8.401 -13.148 -6.666
O 7.734 -12.107 -7.483
C 10.050 -12.588 -6.255
H 7.827 -11.917 -4.715
H 8.303 -13.589 -4.306
H 6.713 -13.305 -5.007
H 10.022 -11.765 -5.538
H 10.600 -12.300 -7.148
H 10.595 -13.412 -5.789
C 14.491 -10.979 -13.900
S 14.440 -10.729 -12.122
O 13.045 -10.336 -11.798
C 14.651 -12.417 -11.601
H 13.532 -11.407 -14.192
H 15.310 -11.657 -14.141
H 14.636 -10.006 -14.361
H 14.306 -12.512 -10.574
H 15.706 -12.684 -11.651
H 14.032 -13.079 -12.209



# C3H3NOS2

A 2-piece molecular cluster, C3H3NOS2 overall in a non-equilibrium geometry (ωB97M-V with the def2-TZVPD basis set, the OMol25 dataset).

Computed properties:
2S+1: 1
frontier orbital gap: 7.815 eV
LUMO: -1.23 eV

CARTESIAN COORDINATES (ANGSTROEM)
C 0.341 -0.600 0.111
C -1.647 -0.656 -0.837
C 0.173 0.567 -0.487
H 2.485 -0.382 1.305
H -2.763 -1.098 -0.982
H 0.938 2.095 1.362
N -0.876 -1.363 -0.126
O -1.186 0.609 -1.053
S 1.632 -1.352 1.259
S 0.904 2.179 -0.552



# H3NO2

A 2-piece molecular cluster, H3NO2 overall in a non-equilibrium geometry (ωB97M-V with the def2-TZVPD basis set, the OMol25 dataset).

Computed properties:
2S+1: 1
frontier orbital gap: 8.786 eV
LUMO: -1.85 eV
SMILES string: N=O.O

CARTESIAN COORDINATES (ANGSTROEM)
N 1.577 -0.277 0.050
O 0.630 0.662 -0.005
H 2.441 -0.002 -0.445
O -1.881 0.042 -0.115
H -1.783 -0.039 0.844
H -0.983 -0.387 -0.329



# C5H6N2O

C5H6N2O as an isolated structure in a non-equilibrium geometry (ωB97M-V with the def2-TZVPD basis set, the OMol25 dataset).

Computed properties:
2S+1: 1
frontier orbital gap: 10.343 eV
LUMO: -0.05 eV

CARTESIAN COORDINATES (ANGSTROEM)
C 0.545 -2.119 0.001
C 0.068 -0.562 0.054
C -1.158 0.178 -0.723
C -0.136 1.211 -1.007
C -0.076 -0.541 1.559
H 0.632 -2.495 -1.074
H 1.645 -1.854 0.412
H -0.085 -2.877 0.816
H -0.949 -0.474 -1.877
H -2.334 0.374 -0.475
H 2.114 0.187 -0.838
N 0.882 0.436 -0.395
N -0.097 -0.434 2.687
O -0.247 2.265 -1.538



Total energy per entry: -89789.295 -28363.931 -5629.892 -10305.077 eV
ΔE to the lowest compared entry with this formula, charge and spin per entry: 0.0 90.0 21.7 104.4 kcal/mol